# 1
{
  "formula": "C3H7NO2",
  "method": "the ωB97M-V functional and the def2-TZVPD basis",
  "e_lumo_ev": 0.67,
  "smiles": "CNCC(=O)O",
  "homo_lumo_gap_ev": 10.057,
  "relative_energy_kj_mol": 121.8,
  "homo_ev": -9.38,
  "symbols": ["C", "C", "C", "H", "H", "H", "H", "H", "H", "H", "N", "O", "O"],
  "coordinates": [[1.71430, 0.41354, 0.40767], [-0.24795, -0.89824, -0.20915], [-1.34177, 0.17464, -0.10842], [2.03374, -0.23322, 1.31214], [1.13887, 1.28011, 0.82408], [2.61632, 0.79239, -0.05173], [0.73630, 0.35783, -1.27943], [-0.22921, -1.51864, 0.75966], [-0.63889, -1.61066, -0.94470], [-3.15590, 0.52332, 0.02920], [0.98210, -0.38706, -0.62518], [-2.57226, -0.25089, 0.26774], [-1.03565, 1.35690, -0.38188]],
  "forces_ev_per_a": [[-0.225, -1.001, 1.615], [-2.292, -1.576, 1.646], [1.625, 2.396, -0.154], [-0.549, 0.786, -1.540], [0.282, -0.698, -0.430], [0.213, 0.066, -0.076], [0.203, -0.442, -0.374], [0.209, 1.055, -1.218], [0.064, -0.056, -0.059], [0.482, -0.973, 0.618], [1.686, 1.761, 0.406], [0.178, 1.627, -1.035], [-1.876, -2.946, 0.602]]
}

---

# 2
{
  "formula": "C4H9IN",
  "method": "the ωB97M-V functional and the def2-TZVPD basis",
  "e_lumo_ev": -3.82,
  "homo_lumo_gap_ev": 10.129,
  "relative_energy_kj_mol": 202.4,
  "homo_ev": -13.95,
  "charge": 1,
  "symbols": ["C", "C", "C", "C", "N", "I", "H", "H", "H", "H", "H", "H", "H", "H", "H"],
  "coordinates": [[-1.67517, 0.07319, -0.72290], [-1.62259, 0.80808, 0.55109], [2.20646, -0.43886, -0.02627], [1.55674, -1.47686, 0.49104], [-0.43617, 0.72919, -0.31209], [-2.52006, 2.73338, 0.74564], [-1.66994, -1.00970, -0.71912], [-2.19528, 0.51063, -1.56683], [2.37683, -0.35464, -1.09028], [1.14481, -2.26261, -0.12833], [2.68438, 0.30372, 0.59907], [-1.55989, 0.27013, 1.48818], [1.45103, -1.61360, 1.56004], [0.43528, 0.14623, -0.05298], [-0.17645, 1.58174, -0.81625]],
  "forces_ev_per_a": [[-0.816, -0.315, -0.229], [-0.638, 0.707, 0.278], [0.512, -0.301, 0.101], [0.133, -0.174, 0.126], [1.437, 0.310, -0.252], [0.307, -0.680, -0.070], [0.197, 0.026, 0.126], [0.153, 0.098, 0.073], [-0.037, 0.014, -0.155], [-0.017, -0.016, -0.118], [-0.041, 0.066, 0.083], [0.141, -0.021, -0.116], [0.006, 0.085, 0.048], [-1.104, 0.384, -0.070], [-0.232, -0.182, 0.175]]
}

---

# 3
{
  "formula": "C16H20HfN4O4",
  "method": "the ωB97M-V functional and the def2-TZVPD basis",
  "e_lumo_ev": -14.85,
  "homo_lumo_gap_ev": 6.905,
  "homo_ev": -21.76,
  "charge": 4,
  "symbols": ["N", "C", "C", "H", "H", "H", "N", "C", "C", "H", "H", "H", "N", "C", "C", "H", "H", "H", "Hf", "C", "O", "C", "O", "C", "C", "C", "C", "C", "C", "H", "H", "H", "H", "H", "H", "N", "C", "C", "O", "O", "H", "H", "H", "H", "H"],
  "coordinates": [[0.58995, 1.91210, -0.37809], [0.58487, 3.06843, -0.34621], [0.66165, 4.49510, -0.20705], [-0.34786, 4.92772, -0.23607], [1.25892, 4.91628, -1.02976], [1.13401, 4.74329, 0.75464], [2.06877, -1.47196, -0.60603], [3.03578, -2.08764, -0.75354], [4.22259, -2.87919, -0.86567], [4.87892, -2.42311, -1.61798], [3.93802, -3.89074, -1.18544], [4.71347, -2.90022, 0.11489], [-1.64100, -1.63432, -0.41056], [-2.73500, -2.08187, -0.42304], [-4.03335, -2.64077, -0.19314], [-3.96964, -3.40961, 0.59398], [-4.41906, -3.09665, -1.11812], [-4.73113, -1.85124, 0.12930], [0.14484, -0.27155, -0.78538], [0.38811, -2.27775, 1.41393], [0.55063, -2.75103, 2.46163], [1.99226, 0.27700, 1.43669], [2.80388, 0.48222, 2.23719], [0.89881, 0.93815, -2.78120], [-0.49070, 1.01508, -2.62064], [-1.24829, -0.15112, -2.63147], [-0.60856, -1.38458, -2.80886], [0.76501, -1.45399, -2.91419], [1.52325, -0.28418, -2.90528], [1.47357, 1.83273, -3.00018], [-0.99664, 1.96530, -2.74440], [-2.31885, -0.07301, -2.77113], [-1.18574, -2.26816, -3.05694], [1.22130, -2.39412, -3.20763], [2.56777, -0.31064, -3.19725], [-1.33561, 2.00767, 4.47056], [-1.84435, 1.23953, 3.24974], [-0.59397, 0.58803, 2.59601], [0.34867, 0.33616, 3.36918], [-0.71002, 0.39050, 1.31343], [-0.68100, 1.42875, 5.00516], [-2.08572, 2.26318, 5.11776], [-0.84934, 2.88164, 4.25847], [-2.43549, 0.41330, 3.64108], [-2.50368, 1.86527, 2.63158]],
  "forces_ev_per_a": [[-0.370, 0.646, -0.490], [0.375, -0.769, 0.486], [-0.026, 0.504, -0.085], [0.170, -0.055, -0.021], [-0.125, -0.054, 0.203], [-0.053, -0.072, -0.218], [0.103, -0.067, -0.800], [-0.500, 0.181, 0.485], [0.188, -0.054, -0.129], [0.052, -0.138, 0.149], [0.149, 0.082, 0.108], [0.068, -0.099, -0.142], [-2.937, -0.605, -0.667], [3.158, 1.169, 1.064], [-0.630, -0.306, -0.319], [0.071, 0.168, -0.199], [0.037, 0.053, 0.245], [0.226, -0.142, -0.088], [1.393, -0.731, 9.250], [0.749, -1.992, 4.720], [-0.762, 1.992, -4.632], [3.774, 0.860, 3.172], [-3.064, -0.798, -3.439], [0.546, 0.555, -1.281], [-1.061, 0.336, -2.205], [-0.722, 0.904, -2.239], [-0.218, -0.753, -1.393], [-0.189, -0.647, -1.307], [0.475, 0.414, -1.235], [-0.048, 0.059, 0.485], [0.026, 0.084, 0.500], [-0.126, -0.073, 0.506], [-0.108, -0.031, 0.491], [0.057, -0.031, 0.373], [0.078, -0.064, 0.395], [-0.594, -0.036, -0.001], [0.539, 0.064, 0.566], [0.699, 0.320, 1.088], [-1.893, 0.231, -2.093], [0.084, -0.677, -1.093], [0.208, -0.234, -0.174], [-0.250, -0.047, -0.052], [0.025, -0.088, -0.232], [-0.150, 0.022, 0.082], [0.579, -0.080, 0.167]]
}